[1]
The following is a quantum chemistry calculation of C16H26Ge2NO5PdS as an isolated structure in a non-equilibrium geometry, from OMol25.

Structure (XYZ):
```
52
Properties=species:S:1:pos:R:3:mulliken_charge:R:1
Pd -0.28086 -1.15820 5.33528 0.665
Ge 0.99364 1.34467 0.48177 0.817
Ge -0.91273 -1.64719 1.28303 0.340
S 0.58719 0.58763 3.03279 1.478
O 1.43284 -0.18242 3.89094 -0.688
O -0.72267 -2.01513 7.86177 -0.039
O 0.42128 -0.23703 1.57034 -0.326
O 1.23841 1.76290 2.39694 -0.599
O -0.74787 0.77639 3.51041 -0.629
N -0.88482 -2.08156 6.76944 0.209
C -3.20184 0.21253 1.48453 -1.035
C 3.36045 1.53804 -1.27895 -1.119
C -1.03103 -1.74548 -0.69584 -1.134
C 2.85478 0.99764 0.05594 -0.754
C 0.06298 -3.22707 1.82974 -0.535
C -0.46646 2.57073 0.12771 -0.334
C 1.56479 -3.17068 1.54318 -1.021
C -0.48870 -0.37425 -2.86907 0.910
C -1.48797 0.46752 -3.45407 -0.491
C 0.99039 0.04177 -4.73334 -0.715
C 0.76125 -0.58365 -3.53700 -0.373
C -0.37155 3.28991 -1.21866 -1.088
C -0.00404 0.86091 -5.28601 -0.297
C -2.66791 -1.14815 1.92035 -0.485
C -0.76447 -1.08108 -1.74502 0.382
C -1.23630 1.07640 -4.65416 -0.594
H -0.14414 -3.42491 2.88444 0.378
H -4.22882 0.32659 1.82809 0.440
H -3.21809 0.30608 0.39632 0.245
H 3.19938 2.61082 -1.37671 0.372
H 2.99385 -0.07934 0.17303 0.419
H 4.43442 1.36556 -1.33830 0.406
H -0.34412 3.25525 0.97338 0.602
H 1.91888 -0.11030 -5.26652 0.511
H 2.02603 -4.11579 1.82497 0.424
H -0.41256 -4.04490 1.27914 0.469
H -1.98263 1.70193 -5.12402 0.497
H 3.33558 1.48213 0.91187 0.628
H -0.55126 2.61651 -2.05567 0.199
H 1.76722 -3.01890 0.48110 0.273
H -1.43348 -2.73882 -0.95174 0.424
H 1.48664 -1.26146 -3.10421 0.604
H 0.59531 3.77173 -1.36218 0.402
H -1.40686 2.03794 0.26797 0.136
H 2.89548 1.03767 -2.12803 0.245
H -2.71533 -1.28613 3.00069 0.367
H 2.05966 -2.38114 2.10815 0.218
H -1.12723 4.07378 -1.25149 0.418
H -2.62278 1.02898 1.91551 0.248
H -3.27032 -1.95535 1.48266 0.587
H -2.43705 0.59242 -2.94779 0.485
H 0.18347 1.33446 -6.24270 0.460
```

Energy relative to the best compared isomer or geometry (same formula, charge and spin)   11.2 kcal per mole
HOMO   -18.969 eV
Largest force on an atom   1.18 eV Å⁻¹
LUMO   -0.3988 Eh
Total charge   +3
Calculated total energy   -156056.944 eV

[2]
The following is a quantum chemistry calculation of one molecule with the formula C4H9N3S in a non-equilibrium geometry, from OMol25.

Structure (XYZ):
```
17
Properties=species:S:1:pos:R:3:mulliken_charge:R:1
S 2.49965 -0.72072 -0.15333 -0.255
N -0.60644 0.28064 -0.49683 -0.184
N -1.57762 -1.71968 0.28851 -0.404
N -2.97676 0.07729 -0.07406 -0.768
C -0.59994 1.72012 -0.19708 -0.814
C 1.75702 0.85421 0.34658 -0.871
C -1.79011 -0.40115 -0.06582 0.489
C 0.24689 0.75338 0.57664 0.283
H -1.49355 2.16356 0.23865 0.395
H 1.90506 -0.77156 -1.34593 0.126
H 2.02434 1.65678 -0.33839 0.370
H 2.10907 1.05199 1.37287 0.374
H -0.64844 -2.06779 0.07453 0.202
H -0.04017 2.31190 -0.94306 0.197
H -2.32030 -2.37033 0.12476 0.288
H -0.11676 0.46381 1.60051 0.330
H -2.97102 1.06606 -0.31595 0.241
```

SMILES string   [H]/N=C(/N)N1C[C@@H]1CS
Energy relative to the best compared isomer or geometry (same formula, charge and spin)   27.5 kcal per mole
HOMO   -9.230 eV
Largest force on an atom   1.63 eV Å⁻¹
LUMO   0.0319 Eh
Calculated total energy   -19598.445 eV

[3]
The following is a quantum chemistry calculation of a 6-piece molecular cluster, C17H41ClN3O5S5 overall in a non-equilibrium geometry, from OMol25.

Structure (XYZ):
```
72
Properties=species:S:1:pos:R:3:mulliken_charge:R:1
Cl 1.42607 1.27507 -2.89344 -0.102
S -0.94386 1.29660 3.45061 0.645
S -4.98469 0.36524 3.51630 0.629
S -0.43285 -2.66467 -3.75751 0.752
S 1.97883 4.73985 -5.17593 0.555
S 5.00964 1.17556 3.92234 0.466
O -4.62416 -0.86177 2.73379 -0.642
O 2.17395 6.21316 -5.04279 -0.620
O -1.64113 -2.86120 -2.89614 -0.634
O -1.20241 2.46126 4.34636 -0.661
O 3.79976 0.97263 4.77531 -0.558
N 1.98979 -1.39979 0.03313 0.457
N -3.54458 0.01253 0.11933 -0.394
N 2.23367 -0.51372 -0.92205 -0.922
C 0.47416 -4.22498 -3.78322 -1.061
C -0.38859 -0.38674 -1.33073 -0.339
C -3.23021 -1.28580 -0.55563 -0.787
C -5.47952 -0.17024 5.16688 -1.019
C -6.63089 0.88044 2.98669 -1.022
C -0.56903 -1.45280 -0.18732 1.247
C 2.32289 4.30064 -6.89305 -0.880
C -2.01243 -2.01099 0.23080 -1.099
C 3.43995 3.93552 -4.48192 -0.877
C 4.47613 1.09491 2.19845 -0.621
C 0.72745 0.70642 3.79790 -0.844
C -0.57170 1.94852 1.80772 -0.622
C 5.92769 -0.37890 3.90669 -0.880
C -0.97499 -2.73483 -5.47725 -1.125
C 0.72875 -2.98411 1.73553 -1.059
C 1.11957 0.01234 -1.59412 0.286
C 0.75766 -1.93558 0.51938 0.035
H -3.48408 -0.20856 1.14195 0.106
H -2.17320 -2.05913 1.36253 0.593
H 2.83356 -1.77593 0.51501 0.347
H -1.55451 -3.64371 -5.64836 0.360
H 1.29747 -4.15587 -4.49622 0.401
H 0.87505 -4.40823 -2.78530 0.263
H -0.25994 1.13172 1.15365 -0.082
H 1.33707 -2.48559 2.58457 0.374
H -0.19555 -5.04112 -4.05994 0.364
H -1.47578 2.40840 1.40578 0.326
H 6.75465 -0.30657 3.19802 0.363
H 4.34365 4.35226 -4.93047 0.380
H -6.56955 1.22217 1.95267 0.297
H -5.86263 0.68397 5.72709 0.387
H -2.81394 0.69129 -0.14102 0.278
H -0.10444 -2.71412 -6.13484 0.395
H 1.54742 4.73790 -7.52299 0.315
H -2.02903 -3.11131 -0.13540 0.331
H 0.74409 0.28697 4.80431 0.429
H 3.90339 0.18032 2.02795 -0.081
H -4.60320 -0.57268 5.67639 0.317
H 3.84565 1.96065 1.99124 0.313
H -2.96535 -1.12593 -1.66373 0.285
H -6.97627 1.70032 3.61860 0.374
H 2.30710 3.21453 -7.00174 0.314
H -1.60005 -1.86385 -5.67801 0.338
H 5.34950 1.11947 1.54453 0.460
H 0.21796 2.69966 1.87416 0.489
H 6.32404 -0.55550 4.90714 0.327
H 3.29636 4.69429 -7.19097 0.298
H 0.99713 -0.06999 3.07826 0.043
H 5.26506 -1.20127 3.62923 0.238
H -7.32358 0.03920 3.04984 0.339
H -6.24405 -0.94595 5.09356 0.333
H 1.15529 -4.00575 1.47290 0.363
H 3.38854 2.86105 -4.66867 0.250
H -4.17622 -1.94306 -0.56384 0.333
H 3.45422 4.11497 -3.40603 0.285
H -1.26095 0.06537 -1.90025 0.253
H -0.35552 -3.02943 2.12192 0.283
H 1.43576 1.53448 3.74034 0.314
```

HOMO   -10.745 eV
Largest force on an atom   5.27 eV Å⁻¹
LUMO   -0.1831 Eh
Total charge   +1
Calculated total energy   -99686.062 eV

[4]
The following is a quantum chemistry calculation of C28H42BrClN8O2Sc as an isolated structure, from OMol25.

Structure (XYZ):
```
83
Properties=species:S:1:pos:R:3:mulliken_charge:R:1
Br 5.73360 -0.06578 0.60368 -0.104
Sc -0.36513 -0.44041 0.38795 0.534
Cl 3.19788 -3.38004 -1.21129 -0.157
O 1.09404 -1.97425 0.90550 -0.236
O 0.02894 -2.01118 -0.97572 -0.662
N 4.62948 -0.84931 -4.48482 -0.161
N 2.79500 -0.18720 -2.64143 -0.181
N -0.34663 1.64120 -0.11031 -0.527
N -2.01127 4.96388 0.39077 -0.291
N -1.73674 -0.18102 -1.64390 0.591
N -0.72287 6.17850 -1.07436 -0.343
N 1.75808 0.61666 1.25644 1.191
N -0.29108 3.96018 -0.84527 -0.682
C -3.65041 -2.85606 0.78235 -2.687
C 4.14368 1.88465 1.94389 -0.270
C -1.01720 5.02136 -0.50026 0.533
C 0.38401 -2.56325 3.74381 -2.192
C -1.33779 -4.09171 1.87502 -2.129
C -4.08946 0.09480 1.16477 -2.256
C 3.91418 0.46353 -4.70739 -0.755
C -2.85575 -0.88451 -1.83932 -0.268
C -1.25737 0.51207 -2.68386 -0.307
C -0.38110 2.76955 -0.41579 0.936
C -0.68285 -1.88955 2.93005 1.133
C -2.15025 1.62921 2.61325 -2.411
C -1.52257 -2.61061 2.06882 1.049
C 0.87895 -2.55264 -0.18926 0.696
C 1.75941 1.76674 1.93916 -0.114
C 3.39021 0.94486 -3.35150 -0.326
C -1.90342 0.15145 2.40317 1.045
C -0.07972 0.19651 4.17645 -2.090
C -2.62858 -1.97883 1.46649 1.490
C 4.14105 0.70967 1.21501 -0.625
C -1.86648 0.54070 -3.92223 -1.327
C 2.93997 0.08627 0.92369 -0.987
C -3.54046 -0.90413 -3.04128 -1.265
C -0.87697 -0.50860 3.10657 1.233
C 2.91875 2.41246 2.32328 -1.322
C -3.03950 -0.17651 -4.10577 -0.435
C 1.59466 -3.81883 -0.55129 -0.562
C -2.82576 -0.59398 1.63314 1.175
H 3.11070 0.27149 -5.41465 0.360
H 2.94167 -0.87867 0.43604 1.084
H -2.54876 5.77726 0.64323 0.241
H 2.80276 -0.07096 -1.63648 -0.009
H -2.80562 1.79251 3.47231 0.417
H -1.68683 -4.42382 0.90005 0.404
H 5.62410 -0.72423 -4.29219 0.369
H -3.21531 -3.42712 -0.03906 0.540
H -2.63196 2.06650 1.74082 0.197
H 4.54328 -1.48856 -5.27501 0.374
H 1.04731 -4.38080 -1.30047 0.478
H -0.30033 -4.39515 1.98132 0.409
H 1.77042 -4.40939 0.34275 0.316
H -4.44839 -1.48408 -3.13272 0.540
H -3.55090 -0.16583 -5.05927 0.447
H 4.61133 1.16894 -5.15026 0.382
H 1.84529 -0.38376 -2.93769 0.049
H 1.27031 -1.93974 3.83667 0.429
H -3.99406 0.53921 0.17126 0.303
H 4.16498 -1.26188 -3.65106 0.171
H -0.18797 -0.34975 5.11451 0.484
H -3.21517 -1.45982 -1.00542 0.611
H 2.71741 1.78749 -3.51756 0.345
H -1.23017 2.17663 2.79746 0.585
H -2.27034 4.08625 0.80429 0.059
H -4.37373 0.88582 1.85290 0.567
H -4.03938 -3.58576 1.49514 0.453
H 0.69565 -3.51757 3.33707 0.366
H -1.23030 7.02447 -0.87591 0.207
H 0.00693 -2.74881 4.75390 0.452
H -4.49664 -2.30589 0.38759 0.429
H 2.86430 3.32193 2.90557 0.539
H 0.79333 2.18358 2.18477 0.370
H -0.41938 1.21016 4.35911 0.477
H 0.04424 6.21789 -1.72469 0.245
H -0.35424 1.08234 -2.50647 0.757
H 4.23207 1.30871 -2.75999 0.419
H -4.92617 -0.59603 1.13502 0.413
H -1.43440 1.12383 -4.72354 0.503
H 0.98734 0.22373 3.95606 0.357
H -1.90813 -4.64810 2.62424 0.435
H 5.07225 2.37110 2.21215 0.489
```

Energy relative to the best compared isomer or geometry (same formula, charge and spin)   11.1 kcal per mole
HOMO   -16.447 eV
Largest force on an atom   0.55 eV Å⁻¹
LUMO   -0.2698 Eh
Total charge   +3
Calculated total energy   -148981.999 eV

What did the first record say?
The following is a quantum chemistry calculation of C16H26Ge2NO5PdS as an isolated structure in a non-equilibrium geometry, from OMol25.

Structure (XYZ):
```
52
Properties=species:S:1:pos:R:3:mulliken_charge:R:1
Pd -0.28086 -1.15820 5.33528 0.665
Ge 0.99364 1.34467 0.48177 0.817
Ge -0.91273 -1.64719 1.28303 0.340
S 0.58719 0.58763 3.03279 1.478
O 1.43284 -0.18242 3.89094 -0.688
O -0.72267 -2.01513 7.86177 -0.039
O 0.42128 -0.23703 1.57034 -0.326
O 1.23841 1.76290 2.39694 -0.599
O -0.74787 0.77639 3.51041 -0.629
N -0.88482 -2.08156 6.76944 0.209
C -3.20184 0.21253 1.48453 -1.035
C 3.36045 1.53804 -1.27895 -1.119
C -1.03103 -1.74548 -0.69584 -1.134
C 2.85478 0.99764 0.05594 -0.754
C 0.06298 -3.22707 1.82974 -0.535
C -0.46646 2.57073 0.12771 -0.334
C 1.56479 -3.17068 1.54318 -1.021
C -0.48870 -0.37425 -2.86907 0.910
C -1.48797 0.46752 -3.45407 -0.491
C 0.99039 0.04177 -4.73334 -0.715
C 0.76125 -0.58365 -3.53700 -0.373
C -0.37155 3.28991 -1.21866 -1.088
C -0.00404 0.86091 -5.28601 -0.297
C -2.66791 -1.14815 1.92035 -0.485
C -0.76447 -1.08108 -1.74502 0.382
C -1.23630 1.07640 -4.65416 -0.594
H -0.14414 -3.42491 2.88444 0.378
H -4.22882 0.32659 1.82809 0.440
H -3.21809 0.30608 0.39632 0.245
H 3.19938 2.61082 -1.37671 0.372
H 2.99385 -0.07934 0.17303 0.419
H 4.43442 1.36556 -1.33830 0.406
H -0.34412 3.25525 0.97338 0.602
H 1.91888 -0.11030 -5.26652 0.511
H 2.02603 -4.11579 1.82497 0.424
H -0.41256 -4.04490 1.27914 0.469
H -1.98263 1.70193 -5.12402 0.497
H 3.33558 1.48213 0.91187 0.628
H -0.55126 2.61651 -2.05567 0.199
H 1.76722 -3.01890 0.48110 0.273
H -1.43348 -2.73882 -0.95174 0.424
H 1.48664 -1.26146 -3.10421 0.604
H 0.59531 3.77173 -1.36218 0.402
H -1.40686 2.03794 0.26797 0.136
H 2.89548 1.03767 -2.12803 0.245
H -2.71533 -1.28613 3.00069 0.367
H 2.05966 -2.38114 2.10815 0.218
H -1.12723 4.07378 -1.25149 0.418
H -2.62278 1.02898 1.91551 0.248
H -3.27032 -1.95535 1.48266 0.587
H -2.43705 0.59242 -2.94779 0.485
H 0.18347 1.33446 -6.24270 0.460
```

Energy relative to the best compared isomer or geometry (same formula, charge and spin)   11.2 kcal per mole
HOMO   -18.969 eV
Largest force on an atom   1.18 eV Å⁻¹
LUMO   -0.3988 Eh
Total charge   +3
Calculated total energy   -156056.944 eV